[1]
{"formula": "C9H27ClIOP2RuS", "method": "ωB97M-V with the def2-TZVPD basis set", "homo_energy_ev": [-17.9, -19.5], "total_charge": 3, "gap_ev": [5.85, 4.44], "multiplicity": 5, "largest_force_ev_per_a": 5.54, "species": ["C", "I", "H", "H", "H", "Ru", "P", "C", "C", "H", "H", "H", "H", "H", "H", "C", "H", "H", "H", "P", "C", "C", "H", "H", "H", "C", "H", "H", "H", "H", "H", "H", "Cl", "C", "S", "C", "O", "H", "H", "H", "H", "H", "H"], "coordinates": [[-1.3322, -0.0108, -4.8702], [-1.5192, -0.1332, -2.7278], [-0.2754, 0.0647, -5.1201], [-1.8888, 0.8627, -5.2142], [-1.7665, -0.9253, -5.2713], [0.8415, 0.1355, 0.7020], [0.4100, 1.9728, -0.3710], [-1.2537, 2.6719, -0.4282], [1.3381, 3.0236, 0.8090], [1.5740, 3.9551, 0.2799], [1.3064, 3.4072, -2.0477], [2.2626, 2.5106, 1.1019], [2.1094, 1.7923, -2.0359], [-1.7410, 2.5079, 0.5450], [0.7256, 3.2344, 1.6943], [1.1504, 2.3213, -1.9707], [-1.1753, 3.7496, -0.6343], [0.4813, 1.9597, -2.7633], [-1.8280, 2.1651, -1.2190], [0.4034, -1.8505, -0.0312], [-1.1951, -2.7165, -0.0319], [1.1932, -2.4117, -1.5746], [2.3336, -2.1366, 1.3816], [1.6192, -3.7149, 0.9079], [0.8648, -2.7430, 2.2142], [1.3979, -2.6971, 1.2556], [2.1532, -1.8934, -1.6707], [1.3498, -3.4979, -1.5277], [-1.0483, -3.7945, -0.1891], [-1.8062, -2.3160, -0.8497], [0.5456, -2.1596, -2.4200], [-1.7149, -2.5604, 0.9186], [3.0522, 0.0621, -0.1255], [0.4353, 0.2185, 3.6516], [-0.7300, 0.4286, 2.3002], [-2.0170, -0.7915, 2.7071], [-1.4238, 1.7330, 2.4959], [0.6756, -0.8431, 3.8141], [-0.0329, 0.6496, 4.5392], [1.3546, 0.7601, 3.3842], [-2.5644, -0.3454, 3.5469], [-2.6884, -0.8876, 1.8482], [-1.5766, -1.7572, 2.9966]]}

***

[2]
{"formula": "C3H5N3O", "method": "ωB97M-V with the def2-TZVPD basis set", "homo_energy_ev": -8.6, "smiles": "Nc1conc1N", "gap_ev": 9.43, "largest_force_ev_per_a": 0.54, "species": ["N", "C", "C", "O", "N", "C", "N", "H", "H", "H", "H", "H"], "coordinates": [[0.1744, 1.6602, -0.3237], [0.5212, 0.3228, -0.1091], [1.6809, -0.3718, -0.1258], [1.4398, -1.6788, 0.1104], [0.0855, -1.8744, 0.2688], [-0.4533, -0.6915, 0.1448], [-1.8088, -0.4149, 0.3063], [-0.7034, 1.8677, 0.1561], [0.8681, 2.3325, -0.0210], [2.7160, -0.1151, -0.2929], [-2.1347, 0.2110, -0.4291], [-2.3857, -1.2477, 0.3152]]}

***

[3]
{"formula": "C3H6N2O", "method": "ωB97M-V with the def2-TZVPD basis set", "homo_energy_ev": -10.4, "smiles": "N#C[C@@H](N)CO", "gap_ev": 10.72, "largest_force_ev_per_a": 0.93, "species": ["N", "C", "C", "O", "C", "N", "H", "H", "H", "H", "H", "H"], "coordinates": [[0.5073, 1.1182, 0.7136], [0.3682, -0.1719, 0.2329], [-0.9301, -0.4558, -0.4946], [-2.0081, -0.4315, 0.3949], [1.4976, -0.3834, -1.1846], [2.1821, -1.1144, -0.5817], [1.2720, 1.2755, 1.3572], [0.5127, 1.8012, -0.0290], [0.5392, -0.8956, 1.0428], [-1.0192, 0.2670, -1.3128], [-0.8755, -1.4557, -0.9269], [-2.0461, 0.4466, 0.7883]]}

***

[4]
{"formula": "C28H35CoN7OSe5", "method": "ωB97M-V with the def2-TZVPD basis set", "homo_energy_ev": [-5.2, -7.0], "gap_ev": [4.63, 5.89], "multiplicity": 4, "largest_force_ev_per_a": 0.31, "species": ["Co", "Se", "Se", "Se", "Se", "C", "C", "C", "C", "C", "C", "C", "N", "C", "C", "C", "C", "C", "C", "C", "N", "C", "C", "C", "C", "H", "H", "H", "H", "H", "H", "H", "H", "H", "H", "H", "H", "H", "H", "H", "H", "H", "H", "H", "H", "H", "H", "H", "H", "N", "C", "N", "C", "C", "O", "C", "C", "H", "H", "H", "H", "H", "H", "H", "H", "Se", "N", "C", "C", "C", "C", "N", "C", "N", "H", "H", "H"], "coordinates": [[0.1830, 0.3211, 2.1743], [3.9302, 2.6359, 3.7900], [3.5073, 1.2149, 5.4173], [1.1217, 1.1636, 5.7547], [0.2818, 2.0558, 3.8405], [-2.0353, 5.5829, -2.0225], [-2.1970, 4.0856, -2.2851], [-3.6967, 3.7610, -2.3401], [-1.5466, 3.7454, -3.6340], [-1.5348, 3.2427, -1.2033], [-0.7606, 3.7827, -0.1841], [-0.1979, 2.9497, 0.7667], [-0.3555, 1.6291, 0.7524], [-1.0680, 1.0775, -0.2471], [-1.6676, 1.8566, -1.2212], [-1.1085, -0.3975, -0.2347], [-1.8077, -1.1630, -1.1596], [-1.7667, -2.5481, -1.0912], [-0.9759, -3.1044, -0.0854], [-0.3149, -2.2861, 0.8037], [-0.3901, -0.9568, 0.7427], [-2.5492, -3.4496, -2.0357], [-1.5769, -4.3926, -2.7583], [-3.3266, -2.6539, -3.0843], [-3.5457, -4.2738, -1.2063], [-2.5672, 6.1441, -2.7917], [-0.9883, 5.8895, -2.0565], [-2.4502, 5.8690, -1.0545], [-4.1803, 4.3838, -3.0945], [-4.1746, 3.9563, -1.3788], [-3.8808, 2.7193, -2.6052], [-2.0058, 4.3385, -4.4272], [-1.6736, 2.6915, -3.8863], [-0.4776, 3.9654, -3.6181], [-0.5941, 4.8458, -0.0999], [0.3986, 3.3495, 1.5781], [-2.2388, 1.3832, -2.0064], [-2.3956, -0.6749, -1.9209], [-0.8879, -4.1756, 0.0299], [0.2770, -2.6900, 1.6141], [-0.8505, -3.8290, -3.3470], [-2.1300, -5.0471, -3.4342], [-1.0300, -5.0238, -2.0575], [-2.6637, -2.0536, -3.7115], [-4.0671, -1.9961, -2.6251], [-3.8615, -3.3449, -3.7369], [-3.0383, -4.8940, -0.4671], [-4.1184, -4.9319, -1.8624], [-4.2431, -3.6234, -0.6760], [2.2875, 0.2222, 1.4953], [3.2552, 0.2869, 0.8713], [4.3878, 0.3171, 0.1951], [4.3620, 0.3104, -1.2688], [5.6720, -0.2847, -1.7571], [6.7754, 0.4201, -1.2249], [6.8003, 0.3447, 0.1910], [5.5583, 0.9787, 0.7877], [4.2548, 1.3327, -1.6482], [3.5134, -0.2841, -1.6047], [5.7435, -0.2117, -2.8410], [5.7239, -1.3418, -1.4663], [7.6923, 0.8743, 0.5196], [6.8698, -0.7034, 0.5079], [5.5388, 2.0490, 0.5557], [5.5248, 0.8587, 1.8689], [-3.6500, -1.3904, 3.7162], [-2.8507, -2.6060, 4.7871], [-1.5405, -2.4289, 4.6493], [-0.5178, -3.1580, 5.2822], [0.8075, -2.8385, 4.9989], [1.1144, -1.8204, 4.1093], [0.1645, -1.1130, 3.4762], [-1.1389, -1.3807, 3.7329], [-2.0838, -0.6998, 3.1113], [-0.7779, -3.9461, 5.9760], [1.6161, -3.3741, 5.4773], [2.1375, -1.5435, 3.8882]]}

***

[5]
{"formula": "C5H6O", "method": "ωB97M-V with the def2-TZVPD basis set", "homo_energy_ev": -8.0, "smiles": "C1=CCOC=C1", "gap_ev": 8.98, "largest_force_ev_per_a": 3.36, "species": ["C", "C", "C", "C", "C", "H", "H", "H", "H", "H", "H", "O"], "coordinates": [[-0.6383, -1.0752, -0.6125], [-0.7113, 1.2616, -0.2328], [0.3428, 1.2869, 0.5525], [1.0293, 0.0345, 0.7812], [0.6231, -1.0319, 0.1612], [-0.4839, -1.4983, -1.6182], [-1.3266, -1.7198, -0.1741], [-1.1956, 2.2005, -0.5475], [0.4858, 2.2312, 1.0743], [1.9632, 0.1431, 1.3617], [1.2321, -2.0012, 0.0663], [-1.3206, 0.1687, -0.8121]]}